C13H33Br3O12S4 | ωB97M-V with the def2-TZVPD basis set

LUMO energy   -0.0152 Eh
2S+1   1

```
65
Properties=species:S:1:pos:R:3:forces:R:3:nbo_charge:R:1
O -14.914453 1.014747 -28.690398 2.05 0.27 0.80 -0.9151
S -13.495255 1.142659 -28.345839 -0.60 0.20 0.00 2.2941
O -12.806256 2.420758 -28.592617 -1.08 -2.94 0.84 -0.8772
O -13.237353 0.701217 -26.756384 0.18 2.05 -2.67 -0.7026
C -13.827267 -0.489141 -26.307284 -0.67 0.06 1.27 -0.0815
C -13.191626 -0.654858 -24.943563 -0.57 -0.91 0.53 -0.6240
C -12.666620 -0.310441 -29.078104 -0.13 1.15 -0.48 -0.8689
H -13.620541 -1.375555 -26.906971 0.37 0.13 -0.23 0.1726
H -14.912772 -0.391802 -26.289857 -0.04 0.12 0.14 0.1990
H -12.130088 -0.839398 -25.108418 -0.07 -0.33 0.38 0.2134
H -13.736256 -1.458981 -24.448721 0.56 -0.69 -0.07 0.2134
H -13.292534 0.115302 -24.178871 -0.12 0.74 -0.75 0.2247
H -13.355270 -1.155257 -29.090311 0.10 0.19 0.30 0.2511
H -11.732850 -0.482750 -28.542862 -0.15 -0.06 -0.12 0.2467
H -12.487209 -0.028300 -30.115555 0.18 -0.02 0.04 0.2529
O -20.094026 3.255643 -25.589527 0.51 1.80 2.04 -0.9297
S -19.777590 4.174799 -24.470561 -0.14 0.41 -0.44 2.2539
O -18.869779 5.335380 -24.667113 -2.57 -2.86 0.67 -0.8679
O -21.246245 4.762255 -23.834296 3.65 0.71 -1.14 -0.6935
C -22.337621 3.906421 -23.776964 -1.72 -0.10 -0.68 -0.0848
C -23.543461 4.772765 -23.476432 -0.58 0.04 1.72 -0.6230
C -19.202572 3.108820 -23.056255 -0.26 1.55 -1.06 -0.8373
H -22.154219 3.151139 -23.012752 -0.35 -0.28 -0.14 0.1809
H -22.592328 3.511947 -24.760645 0.69 -0.71 -0.03 0.1917
H -23.426006 5.253538 -22.505275 0.37 0.51 -0.08 0.2109
H -24.424178 4.174181 -23.243796 -0.06 -0.42 -0.57 0.2177
H -23.815773 5.520201 -24.221613 0.38 -0.20 -0.11 0.2231
H -19.148918 3.728828 -22.161373 -0.13 0.01 -0.12 0.2493
H -18.194716 2.840978 -23.373403 -0.25 -0.43 0.12 0.2604
H -19.935209 2.307737 -22.958189 0.32 -0.12 -0.06 0.2474
O -26.289623 0.307867 -30.340327 1.05 -1.40 0.86 -0.8973
S -25.471767 -0.622955 -29.577611 1.06 0.25 0.16 2.2967
O -24.209407 -1.155189 -30.132235 -2.19 1.28 1.19 -0.9160
O -25.236164 0.082627 -28.086340 0.03 -0.86 -0.64 -0.7245
C -23.998894 0.722197 -27.713104 1.17 0.60 0.21 -0.0727
C -23.349443 0.302480 -26.392336 -0.91 -1.14 -0.34 -0.6262
C -26.450740 -2.062311 -29.032686 0.62 0.94 -1.02 -0.8386
H -24.131642 1.798246 -27.600864 -0.52 0.04 -0.70 0.1839
H -23.225800 0.512969 -28.452457 -0.28 0.20 -0.39 0.2030
H -23.101670 -0.752865 -26.506190 0.34 -0.11 0.33 0.2016
H -23.989930 0.399087 -25.515675 -0.11 0.22 -0.06 0.2026
H -22.439734 0.885410 -26.248397 -0.07 -0.02 -0.07 0.2328
H -27.402070 -1.710590 -28.633479 0.29 -0.18 0.26 0.2532
H -25.805937 -2.689408 -28.416988 -0.31 0.29 0.23 0.2503
H -26.607134 -2.572209 -29.983292 -0.18 -0.07 0.03 0.2481
O -23.105226 -1.237838 -21.006495 0.88 -0.19 -2.30 -0.8991
S -22.385040 -1.323876 -22.282144 1.81 1.38 0.39 2.2800
O -21.859127 -0.069353 -22.903239 -1.56 -2.59 1.23 -0.9395
O -21.072531 -2.307732 -22.083667 -1.73 0.89 0.74 -0.7041
C -20.223233 -1.978092 -20.973604 2.66 -0.73 0.42 -0.0963
C -19.316894 -3.205114 -20.731378 -0.57 0.10 0.13 -0.6162
C -23.227399 -2.340460 -23.539349 0.42 1.15 0.80 -0.8343
H -20.622186 -1.685728 -20.002287 -1.12 -0.05 -0.49 0.2084
H -19.500870 -1.205231 -21.236268 -0.48 0.47 -0.52 0.1829
H -18.445578 -2.947581 -20.129242 -0.02 0.30 -0.05 0.2166
H -18.958415 -3.588773 -21.686580 -0.08 -0.16 0.08 0.2162
H -19.849111 -3.961629 -20.154721 -0.05 -0.24 -0.34 0.2091
H -23.850430 -1.586632 -24.020689 -0.24 -0.31 -0.11 0.2527
H -23.790223 -3.129060 -23.039910 0.13 0.13 -0.12 0.2580
H -22.463511 -2.687922 -24.234931 -0.06 -0.02 0.16 0.2659
C -19.260915 0.179351 -25.515893 0.81 -0.68 -0.38 -0.4287
Br -17.348154 0.858305 -25.241016 -1.78 -0.62 -0.32 0.0414
Br -19.472470 -1.638343 -24.791500 0.38 0.74 -0.15 0.0606
Br -19.744329 0.091265 -27.419456 0.39 0.40 0.95 0.1035
H -19.958135 0.806741 -24.960582 0.33 0.10 -0.32 0.2283
```
Forces are in eV/Å.

***

C13H33NO3S2 | ωB97M-V with the def2-TZVPD basis set

LUMO energy   0.0053 Eh
2S+1   1

```
52
Properties=species:S:1:pos:R:3:forces:R:3:nbo_charge:R:1
C -3.856769 1.166731 -0.158615 -0.51 -1.86 2.58 -0.5961
C -2.998769 -0.072269 0.302385 -8.15 -1.89 -2.37 -0.3973
C -1.820769 0.281731 0.903385 3.39 3.36 2.81 -0.4562
C -1.133769 -0.854269 1.399385 0.44 -1.97 4.26 -0.1576
N 0.060231 -0.486269 2.220385 0.61 -0.97 3.03 -0.2071
C 0.805231 -1.767269 2.745385 -3.18 -1.83 -0.10 -0.1992
C 1.178231 -1.482269 4.236385 0.93 -0.92 -2.43 -0.4479
C 0.869231 -0.086269 4.507385 -5.66 -0.21 1.51 -0.4127
C -0.316769 0.178731 3.568385 -0.21 0.05 0.29 -0.2197
C 1.048231 0.378731 1.627385 4.74 -8.00 -1.25 -0.4528
H -4.652769 0.856731 -0.770615 -0.90 -0.73 -1.11 0.2184
H -3.273769 1.823731 -0.748615 0.61 1.16 0.00 0.2074
H -4.406769 1.495731 0.741385 0.73 1.03 -0.38 0.1960
H -2.915769 -0.553269 -0.664615 1.06 -0.59 -0.11 0.2445
H -3.709769 -0.894269 0.870385 1.68 2.19 -0.84 0.1829
H -1.818769 0.851731 1.887385 -1.26 0.65 -1.54 0.1739
H -1.286769 0.858731 0.149385 0.78 0.04 0.20 0.2467
H -0.947769 -1.583269 0.700385 1.30 -1.78 -1.77 0.2754
H -1.686769 -1.340269 2.289385 -0.16 0.43 -1.83 0.1752
H 1.568231 -2.154269 2.060385 0.07 0.95 0.09 0.2578
H 0.028231 -2.649269 2.685385 1.17 1.87 0.19 0.2308
H 2.221231 -1.479269 4.171385 1.85 -0.98 0.80 0.2284
H 0.770231 -2.224269 4.876385 -0.22 -0.48 0.61 0.2345
H 1.635231 0.527731 4.439385 3.68 2.89 -1.04 0.2101
H 0.499231 0.162731 5.526385 0.06 -0.66 -0.37 0.2314
H -0.637769 1.206731 3.448385 0.52 0.28 -0.38 0.2309
H -1.187769 -0.272269 4.060385 0.09 -0.57 -0.66 0.2203
H 1.942231 0.373731 2.327385 -0.80 -0.15 -1.05 0.1885
H 0.807231 1.291731 1.548385 -2.48 6.69 -1.08 0.1952
H 1.287231 -0.194269 0.615385 -0.29 1.91 1.60 0.3301
O 0.664231 -1.837269 -1.190615 -2.79 -14.24 2.47 -1.2077
H -0.032769 -1.412269 -1.608615 -1.86 0.28 -0.78 0.4243
C 3.549231 -0.630269 -0.588615 1.46 1.28 0.20 -0.8643
S 2.286231 -0.825269 -1.843615 -0.49 -1.38 -0.37 1.3474
O 1.094231 -0.185269 -1.268615 3.43 14.19 -0.90 -1.0925
C 2.899231 0.218731 -3.150615 3.12 1.31 1.60 -0.8398
H 4.543231 -0.983269 -1.132615 -1.76 0.93 1.72 0.2345
H 3.264231 -1.226269 0.310385 0.35 -0.23 -1.09 0.2283
H 3.480231 0.451731 -0.154615 0.77 -1.52 -1.18 0.2140
H 2.954231 1.304731 -2.937615 0.32 -0.46 0.25 0.2075
H 2.289231 0.164731 -3.994615 -0.61 -0.78 -1.24 0.2108
H 3.939231 -0.232269 -3.309615 -1.27 0.81 -0.36 0.2126
C -0.299769 0.082731 -4.671615 -1.33 2.73 0.64 -0.7719
S -1.252769 0.687731 -3.214615 -1.20 -1.27 -1.25 1.2236
O -2.699769 0.402731 -3.610615 1.13 0.41 0.50 -1.0048
C -1.026769 2.433731 -3.550615 -2.47 -0.36 -1.73 -0.8680
H 0.695231 0.077731 -4.425615 2.16 -0.70 0.82 0.2056
H -0.333769 0.963731 -5.331615 -0.66 -1.00 -0.58 0.2177
H -0.687769 -0.851269 -4.949615 -0.52 -0.99 -0.67 0.2500
H -2.019769 2.721731 -3.089615 1.68 0.74 0.46 0.2566
H -1.356769 2.626731 -4.678615 1.51 -0.35 2.10 0.2341
H -0.017769 2.684731 -3.173615 -0.89 0.70 -0.23 0.2502
```
Forces are in eV/Å.